1.
Density functional theory data (the ωB97M-V functional and the def2-TZVPD basis) for a 4-piece molecular cluster, C25H60N4O6 overall at a distorted geometry.

Structure (XYZ):
```
95
Properties=species:S:1:pos:R:3
C -0.620 3.638 -23.922
C -0.564 4.626 -22.767
C -1.945 5.230 -22.530
O -1.858 6.394 -21.737
C -3.146 6.704 -21.128
N -0.190 3.885 -21.545
H 0.388 3.453 -24.294
H -1.116 3.914 -24.853
H -1.060 2.667 -23.693
H 0.187 5.366 -23.043
H -2.586 4.484 -22.061
H -2.310 5.682 -23.453
H -3.997 6.542 -21.789
H -3.216 7.765 -20.891
H -3.283 6.190 -20.177
H 0.112 4.553 -20.850
H 0.644 3.319 -21.607
C 1.389 6.220 -19.433
O 2.204 5.068 -19.385
C 3.258 5.045 -20.473
C 3.678 3.524 -20.693
N 2.471 2.775 -21.042
C 2.902 1.466 -21.380
C 1.725 0.617 -21.820
O 1.060 0.119 -20.621
C -0.013 -0.742 -20.868
H 2.017 7.108 -19.363
H 0.744 6.233 -18.554
H 0.793 6.155 -20.344
H 4.084 5.672 -20.139
H 2.797 5.443 -21.377
H 4.051 3.033 -19.794
H 4.442 3.570 -21.469
H 2.068 2.668 -20.122
H 3.382 0.971 -20.535
H 3.463 1.693 -22.286
H 2.053 -0.195 -22.470
H 1.055 1.152 -22.492
H -0.847 -0.448 -21.504
H -0.538 -0.816 -19.916
H 0.281 -1.720 -21.247
C 3.277 4.551 -14.895
O 3.810 3.701 -15.975
C 3.173 2.417 -15.867
C 2.328 2.054 -17.064
N 0.924 2.262 -16.862
C 0.319 2.679 -18.136
C -1.115 2.534 -17.932
O -1.777 3.319 -16.849
C -1.701 4.721 -17.059
H 2.221 4.770 -15.048
H 3.773 5.521 -14.918
H 3.553 4.268 -13.879
H 2.622 2.320 -14.931
H 3.976 1.700 -15.693
H 2.616 1.213 -17.695
H 2.550 2.935 -17.665
H 0.694 2.929 -16.140
H 0.750 2.128 -18.973
H 0.563 3.734 -18.263
H -1.320 1.547 -17.518
H -1.668 2.737 -18.850
H -1.652 4.976 -18.117
H -0.696 5.040 -16.779
H -2.526 5.027 -16.416
C -1.497 -2.182 -14.583
C -0.085 -2.054 -15.081
C 0.818 -3.076 -14.364
C 0.685 -4.540 -14.851
C 0.865 -4.671 -16.381
C -0.012 -3.654 -17.162
N 0.096 -2.235 -16.536
O -0.750 -1.281 -17.196
C 0.669 -3.593 -18.597
C -1.451 -4.192 -17.306
C 0.275 -0.536 -14.765
H -1.505 -1.914 -13.527
H -1.762 -3.238 -14.638
H -2.129 -1.544 -15.202
H 1.834 -2.682 -14.332
H 0.537 -2.977 -13.315
H -0.348 -4.837 -14.672
H 1.315 -5.198 -14.252
H 0.668 -5.726 -16.568
H 1.902 -4.567 -16.700
H 0.357 -4.419 -19.236
H 0.404 -2.702 -19.166
H 1.748 -3.456 -18.529
H -1.463 -5.085 -17.932
H -2.007 -4.353 -16.383
H -2.047 -3.517 -17.920
H 1.270 -0.172 -15.022
H 0.279 -0.234 -13.718
H -0.415 0.092 -15.329
H -0.122 -0.613 -17.481
```

Properties
Expectation value of S²: 0.750
Spin multiplicity: 2
Highest occupied orbital energy (alpha / beta): 1.1 / -6.2 eV
Gap between HOMO and LUMO (alpha / beta): 0.05575 / 0.32116 hartree
Charge: -1

=====

2.
Density functional theory data (the ωB97M-V functional and the def2-TZVPD basis) for a 2-piece molecular cluster, C3H11NOS overall at a distorted geometry.

Structure (XYZ):
```
17
Properties=species:S:1:pos:R:3
C 1.503 0.523 0.943
S 1.519 -0.497 -0.624
C 3.259 -0.531 -1.021
H 0.897 1.410 0.748
H 2.566 0.717 1.087
H 1.074 -0.012 1.802
H 3.504 -1.345 -1.702
H 3.586 0.372 -1.515
H 3.692 -0.786 -0.035
N -3.378 -0.260 1.188
C -2.821 0.805 0.347
O -1.746 0.354 -0.443
H -3.997 0.129 1.894
H -2.568 -0.657 1.671
H -3.421 1.508 -0.203
H -2.398 1.473 1.173
H -1.642 -0.594 -0.300
```

Properties
Expectation value of S²: 0.750
Spin multiplicity: 2
Highest occupied orbital energy (alpha / beta): 1.2 / -5.1 eV
Gap between HOMO and LUMO (alpha / beta): 0.07639 / 0.30640 hartree
ΔE to the lowest compared entry with this formula, charge and spin: 38.7 kcal per mole
Charge: -1

=====

3.
Density functional theory data (the ωB97M-V functional and the def2-TZVPD basis) for C6H9HgMgO5 as an isolated structure at a distorted geometry.

Structure (XYZ):
```
22
Properties=species:S:1:pos:R:3
O 2.375 0.874 -0.426
C 2.597 -0.006 0.604
C 2.602 -1.371 -0.142
O 1.350 -1.529 -0.725
Mg 0.678 0.271 -1.230
H 2.392 -0.472 1.601
H 3.410 -1.447 -0.898
O -2.242 -0.711 0.298
C -1.579 -0.107 1.336
C -0.666 0.893 1.151
O -0.656 1.573 -0.108
C -1.923 1.450 -0.762
C -2.143 -0.047 -0.987
O -1.083 -0.555 -1.668
Hg -0.396 -2.535 -1.057
H -2.096 -0.196 2.292
H -0.234 1.487 1.953
H -1.833 1.967 -1.724
H -2.707 1.908 -0.144
H -3.110 -0.237 -1.481
H 2.422 0.941 1.508
H 2.841 -2.153 0.609
```

Properties
Expectation value of S²: 1.170
Spin multiplicity: 2
Highest occupied orbital energy (alpha / beta): -5.9 / -6.2 eV
Gap between HOMO and LUMO (alpha / beta): 0.21360 / 0.17388 hartree

=====

4.
Density functional theory data (the ωB97M-V functional and the def2-TZVPD basis) for C4H2Cl2NO3P as an isolated structure at a distorted geometry.

Structure (XYZ):
```
13
Properties=species:S:1:pos:R:3
C -1.891 0.613 -0.277
C -1.925 -0.577 0.327
C -0.503 1.056 -0.307
C -0.556 -1.018 0.639
N 0.159 0.102 0.318
O 0.026 1.957 -0.922
O -0.134 -2.054 1.103
O 2.692 -0.245 -1.656
P 2.431 -0.025 -0.248
Cl 2.631 1.793 0.442
Cl 2.703 -1.511 0.999
H -2.779 1.066 -0.845
H -2.856 -1.157 0.425
```

Properties
Highest occupied orbital energy: -10.1 eV
Gap between HOMO and LUMO: 0.33233 hartree
ΔE to the lowest compared entry with this formula, charge and spin: 55.6 kcal per mole

=====

5.
Density functional theory data (the ωB97M-V functional and the def2-TZVPD basis) for C8H29CaN12O7 as an isolated structure at a distorted geometry.

Structure (XYZ):
```
57
Properties=species:S:1:pos:R:3
Ca 0.045 0.243 0.375
C 3.287 0.057 -2.895
C 3.180 0.937 -1.632
O 1.949 0.885 -0.982
H 4.167 0.436 -3.426
H 2.406 0.127 -3.528
H 3.486 -0.998 -2.691
H 3.374 1.969 -1.959
H 4.020 0.609 -0.999
C -2.968 0.510 1.882
O -2.123 -0.019 1.162
N -4.285 0.178 1.904
N -2.651 1.522 2.762
H -4.592 -0.605 1.356
H -4.976 0.698 2.405
H -3.403 2.088 3.106
H -1.705 1.730 3.018
C -0.395 3.512 -0.151
O -0.381 2.569 0.644
N -1.379 4.468 -0.077
N 0.463 3.652 -1.178
H -2.131 4.261 0.556
H -1.401 5.335 -0.575
H 0.197 4.262 -1.925
H 1.057 2.847 -1.368
C 2.243 -2.301 1.165
O 1.399 -1.397 1.152
N 3.250 -2.236 0.245
N 2.213 -3.386 1.943
H 3.271 -1.402 -0.323
H 3.940 -2.945 0.085
H 3.002 -4.002 1.888
H 1.537 -3.446 2.679
C -1.379 -2.672 -1.189
O -0.751 -1.756 -0.666
N -2.734 -2.724 -1.125
N -0.788 -3.628 -1.958
H -3.168 -3.470 -1.632
H -3.167 -1.943 -0.668
H -1.193 -4.538 -2.068
H 0.201 -3.509 -2.096
C 0.468 -0.133 3.784
O 0.004 0.325 2.729
N 1.176 0.628 4.637
N 0.194 -1.410 4.231
H 1.380 1.604 4.526
H 1.714 0.143 5.336
H -0.540 -1.788 3.645
H 0.990 -1.986 4.446
C -1.091 0.840 -2.845
O -1.134 0.957 -1.604
N -2.181 0.593 -3.587
N 0.086 1.103 -3.454
H -3.064 0.467 -3.133
H -2.141 0.645 -4.588
H 0.928 1.161 -2.890
H 0.094 0.937 -4.448
```

Properties
Highest occupied orbital energy: -9.6 eV
Gap between HOMO and LUMO: 0.28432 hartree
ΔE to the lowest compared entry with this formula, charge and spin: 0.0 kcal per mole
Charge: +1

=====

6.
Density functional theory data (the ωB97M-V functional and the def2-TZVPD basis) for a 8-piece molecular cluster, C22H54F24N4O3P4 overall at a distorted geometry.

Structure (XYZ):
```
111
Properties=species:S:1:pos:R:3
C 5.133 3.673 3.776
C 3.747 3.116 3.698
O 3.275 2.771 2.673
N 3.034 3.230 5.093
H 2.930 2.313 5.503
H 3.474 3.845 5.761
C 1.612 3.848 4.935
H 5.206 4.453 4.534
H 5.472 4.188 2.877
H 5.727 2.805 4.065
H 1.851 4.906 4.835
H 1.156 3.599 5.894
H 1.120 3.479 4.035
C 0.768 3.358 0.418
C -0.043 2.092 0.330
O -0.090 1.316 1.257
N -0.844 2.017 -0.898
H -1.427 2.826 -1.055
H -0.231 2.080 -1.699
C -1.746 0.826 -0.952
H 0.203 4.285 0.516
H 1.326 3.552 -0.498
H 1.472 3.214 1.237
H -1.103 -0.049 -0.854
H -2.273 0.860 -1.906
H -2.354 0.916 -0.051
C -4.175 -3.443 -3.991
N -4.742 -2.041 -3.892
C -3.531 -1.108 -4.038
C -5.671 -1.688 -5.040
C -5.621 -1.988 -2.671
C -4.987 -2.538 -1.403
O -3.882 -1.841 -0.971
H -3.707 -3.541 -4.970
H -5.037 -4.107 -4.057
H -3.497 -3.733 -3.188
H -2.891 -1.287 -3.174
H -3.937 -0.097 -4.011
H -2.993 -1.367 -4.951
H -6.516 -2.366 -5.159
H -5.146 -1.785 -5.990
H -5.987 -0.652 -4.920
H -6.492 -2.613 -2.870
H -5.901 -0.940 -2.567
H -4.892 -3.624 -1.403
H -5.783 -2.551 -0.659
H -3.636 -2.207 -0.119
C 4.340 -6.687 0.890
C 5.214 -5.313 0.862
C 4.726 -4.150 1.692
C 3.306 -3.711 1.153
N 2.771 -2.397 1.745
C 1.380 -2.040 1.103
C 0.342 -2.961 1.749
C 0.942 -3.302 3.091
C 2.291 -2.602 3.199
C 3.684 -1.142 1.589
C 4.072 -0.906 0.152
C 4.807 0.363 -0.164
H 4.901 -7.441 0.338
H 3.347 -6.512 0.476
H 4.154 -7.057 1.898
H 5.150 -5.127 -0.210
H 6.256 -5.616 0.966
H 5.461 -3.348 1.760
H 4.578 -4.371 2.749
H 2.482 -4.410 1.297
H 3.432 -3.482 0.095
H 1.177 -0.986 1.292
H 1.542 -2.043 0.025
H -0.575 -2.399 1.925
H 0.203 -3.823 1.096
H 0.399 -3.015 3.992
H 1.120 -4.376 3.133
H 2.089 -1.647 3.685
H 2.981 -3.167 3.827
H 4.574 -1.388 2.168
H 3.207 -0.288 2.070
H 3.214 -0.792 -0.510
H 4.571 -1.768 -0.292
H 4.446 0.884 -1.050
H 5.811 0.167 -0.540
H 4.913 1.020 0.700
P -0.912 5.548 -2.332
F 0.576 5.469 -1.834
F -1.085 6.866 -1.405
F -0.401 6.601 -3.551
F -2.455 5.525 -2.900
F -0.576 4.275 -3.187
F -1.450 4.727 -1.000
P -6.198 2.006 -2.441
F -5.341 3.307 -2.762
F -6.572 2.643 -1.022
F -7.377 2.897 -3.222
F -7.189 0.869 -1.932
F -5.914 1.391 -3.984
F -4.835 1.308 -1.792
P 1.596 0.189 -3.171
F 2.654 1.336 -2.847
F 0.361 1.188 -3.342
F 1.752 0.264 -4.744
F 0.584 -1.149 -3.306
F 2.684 -1.007 -3.094
F 1.091 0.160 -1.579
P -2.402 3.322 3.402
F -2.097 1.871 2.892
F -3.454 2.613 4.468
F -1.138 3.201 4.491
F -2.671 4.813 4.068
F -1.389 4.071 2.431
F -3.524 3.529 2.259
```

Properties
Expectation value of S²: 0.753
Spin multiplicity: 2
Highest occupied orbital energy (alpha / beta): -2.4 / -7.3 eV
Gap between HOMO and LUMO (alpha / beta): 0.12179 / 0.29971 hartree
Charge: -1